Record 1
Density functional theory data (ωB97M-V/def2-TZVPD) for a 2-piece molecular cluster, C2H5BrS overall.

Structure (XYZ):
```
9
Properties=species:S:1:pos:R:3:forces:R:3:mulliken_charge:R:1
C -0.388288 -0.545987 -0.720126 -1.9 -1.9 -2.4 -0.838
C 0.512093 0.258341 -0.016679 2.8 1.6 2.4 0.043
S 0.290791 1.988948 -0.010039 -0.1 -0.2 -0.3 -0.131
Br 2.496436 -0.167214 -0.089599 -1.6 -0.3 -0.1 -0.171
H -1.395617 -0.036869 -0.797136 1.0 -0.8 0.1 0.331
H 0.004190 -0.771748 -1.750221 -0.5 0.6 0.5 0.302
H -0.452431 -1.546707 -0.307527 -0.4 -0.1 0.3 0.272
H 0.123431 -0.100887 2.265265 0.1 0.0 -0.8 0.046
H 1.597096 2.033779 0.144736 0.5 1.1 0.2 0.144
```
Positions in Å, forces in eV/Å.

* total charge: 0
* Kohn-Sham gap (alpha / beta): 9.3 / 7.4 eV
* E_LUMO (alpha / beta): -0.0109 / -0.0158 hartree
* relative energy (zero: lowest compared OMol25 entry of this formula, charge and spin): 414.40 kJ/mol

Record 2
Density functional theory data (ωB97M-V/def2-TZVPD) for C2H5BrSe as an isolated structure.

Structure (XYZ):
```
9
Properties=species:S:1:pos:R:3:forces:R:3:mulliken_charge:R:1
C 0.046064 -0.055345 0.673650 -0.3 -0.9 -4.0 -0.763
C -0.084258 -0.377127 -1.258471 0.3 1.2 4.2 -0.610
Se 0.132629 1.842800 0.983520 0.0 0.1 -0.4 -0.071
Br -0.838834 -2.095103 -1.536484 0.0 -0.1 0.0 -0.124
H -0.858754 -0.510148 1.054679 0.0 0.0 0.1 0.397
H 0.951851 -0.575081 0.955692 0.0 0.0 0.1 0.367
H 0.928448 -0.321029 -1.628570 0.0 0.0 -0.1 0.356
H -0.734075 0.405461 -1.632991 0.0 -0.1 -0.1 0.362
H 0.456928 1.685571 2.388975 0.1 0.0 0.3 0.085
```
Positions in Å, forces in eV/Å.

* total charge: 0
* Kohn-Sham gap: 9.7 eV
* E_LUMO: 0.0272 hartree
* relative energy (zero: lowest compared OMol25 entry of this formula, charge and spin): 105.94 kJ/mol

Record 3
Density functional theory data (ωB97M-V/def2-TZVPD) for a 2-piece molecular cluster, C2H5BrSi overall.

Structure (XYZ):
```
9
Properties=species:S:1:pos:R:3:forces:R:3:mulliken_charge:R:1
C 0.577496 1.431915 0.164172 1.8 -3.1 -1.1 -0.624
C 0.966284 0.533444 -0.723024 0.3 0.2 0.9 -0.260
Si -2.118874 -2.046364 -0.095741 -0.3 0.5 -0.1 0.135
Br 1.842777 -1.018550 -0.077602 0.1 -0.1 -0.3 -0.120
H 0.868536 1.455281 1.144001 0.5 -0.9 2.5 0.282
H 0.117547 2.267141 -0.062107 -2.4 4.0 -1.9 0.339
H -0.956540 -2.529137 0.703498 0.2 -0.1 0.3 -0.064
H 0.952516 0.659961 -1.790363 -0.4 -0.3 -0.2 0.376
H -2.249743 -0.753690 0.737166 0.1 -0.3 -0.2 -0.063
```
Positions in Å, forces in eV/Å.

* total charge: 0
* Kohn-Sham gap: 7.8 eV
* E_LUMO: -0.0343 hartree
* relative energy (zero: lowest compared OMol25 entry of this formula, charge and spin): 390.15 kJ/mol

Record 4
Density functional theory data (ωB97M-V/def2-TZVPD) for a 2-piece molecular cluster, C2H5Cl3NP overall.

Structure (XYZ):
```
12
Properties=species:S:1:pos:R:3:forces:R:3:mulliken_charge:R:1
C -0.106530 0.273268 1.262981 2.2 0.8 0.8 -0.546
C 1.862573 0.083053 -0.461408 -0.3 1.7 1.1 0.198
N -1.543258 -0.745906 -0.608249 -0.5 -1.3 -0.5 -0.457
P -1.114422 0.722460 -0.064301 0.6 3.0 0.8 0.033
Cl 1.042988 0.641667 -1.902302 1.2 -0.1 0.1 -0.144
Cl 3.325344 1.083484 0.040494 -1.5 -0.6 -0.6 -0.167
Cl 2.246268 -1.555753 -0.459616 0.1 -1.1 -0.1 -0.108
H 0.413217 0.911806 2.028195 -0.8 -0.5 -1.0 0.320
H -0.073913 -0.784562 1.433943 0.3 -0.4 0.1 0.369
H -2.478442 -0.915860 -0.251455 0.2 -0.9 -1.2 0.257
H -1.280626 -0.791389 -1.582039 -0.9 -0.8 -0.2 0.252
H -2.293200 1.077730 0.563757 -0.6 0.4 0.7 -0.006
```
Positions in Å, forces in eV/Å.

* total charge: 0
* Kohn-Sham gap (alpha / beta): 8.0 / 7.1 eV
* E_LUMO (alpha / beta): -0.0164 / -0.0291 hartree
* relative energy (zero: lowest compared OMol25 entry of this formula, charge and spin): 355.11 kJ/mol

Record 5
Density functional theory data (ωB97M-V/def2-TZVPD) for a 2-piece molecular cluster, C2H5Cl3P2 overall.

Structure (XYZ):
```
12
Properties=species:S:1:pos:R:3:forces:R:3:mulliken_charge:R:1
C 0.459106 -0.641857 -0.773543 -2.5 2.4 -2.2 -0.629
C 1.119651 0.398207 0.028803 -0.8 1.5 -0.4 0.416
P -2.150796 -1.014871 0.532437 -0.2 -1.7 0.0 -0.034
P -0.170692 1.916967 -0.151714 1.0 -0.2 0.9 -0.041
Cl 1.037098 -2.158595 -0.923703 1.0 -2.0 -0.1 -0.079
Cl 2.813441 0.782654 -0.581170 -0.7 0.1 -0.3 -0.170
Cl 1.329505 -0.071848 1.662967 0.0 -0.5 1.6 -0.106
H -0.056746 -0.189700 -1.727608 1.0 -1.2 1.9 0.362
H -2.834288 -1.936892 -0.374108 0.4 0.9 -0.1 0.059
H -2.075129 -2.271143 1.315833 0.5 1.1 -0.2 0.069
H -0.302697 2.291922 1.248692 0.0 -0.6 -0.7 0.086
H 0.831548 2.895153 -0.256889 0.2 0.1 -0.3 0.067
```
Positions in Å, forces in eV/Å.

* total charge: 0
* Kohn-Sham gap (alpha / beta): 7.8 / 7.4 eV
* E_LUMO (alpha / beta): -0.0411 / -0.0469 hartree
* relative energy (zero: lowest compared OMol25 entry of this formula, charge and spin): 271.25 kJ/mol

Record 6
Density functional theory data (ωB97M-V/def2-TZVPD) for a 2-piece molecular cluster, C2H5ClFN3O overall.

Structure (XYZ):
```
13
Properties=species:S:1:pos:R:3:forces:R:3:mulliken_charge:R:1
C 0.214777 -0.199123 0.041596 -0.6 -0.2 0.7 0.295
C 0.197653 0.565552 -1.207194 0.7 2.3 -1.3 0.263
H -2.391385 -0.122838 -0.209425 -0.6 0.1 -0.5 0.234
H -2.522339 0.488265 1.283771 0.5 0.0 -0.8 0.295
H 2.219527 -0.110709 0.198345 -0.2 -0.4 -0.4 0.261
H 1.232820 -0.527339 2.225247 0.9 -4.7 -2.3 0.343
H -0.253660 1.603767 -1.058418 0.2 -1.6 -0.5 0.310
N -1.923995 0.491494 0.437729 0.0 -0.5 0.8 -0.631
N -0.791563 -0.300116 0.831440 1.4 0.2 0.4 -0.338
N 1.451844 -0.780975 0.257156 -0.1 -0.6 -0.8 -0.151
O 1.543351 -1.547327 1.372637 -1.2 4.9 4.1 -0.436
F 1.528536 0.783834 -1.608804 -0.6 0.3 0.2 -0.295
Cl -0.505567 -0.344485 -2.564078 -0.4 0.3 0.4 -0.151
```
Positions in Å, forces in eV/Å.

* total charge: 0
* Kohn-Sham gap: 9.2 eV
* E_LUMO: 0.0034 hartree
* relative energy (zero: lowest compared OMol25 entry of this formula, charge and spin): 194.67 kJ/mol